(1)
Entry from OMol25: a cluster of 9 separate species, C39H60F3N3O12 in total in a non-equilibrium geometry (wB97M-V/def2-TZVPD).

Atoms and positions in Å:
C  -15.7867  -2.7742  27.4908
C  -15.2331  -2.0503  26.2788
O  -16.2571  -1.2603  25.7132
C  -16.7027  -1.7532  24.5581
O  -16.5198  -2.8465  24.0638
O  -17.5256  -0.8257  23.9713
C  -17.7243  0.4491  24.6742
H  -16.2127  -2.0367  28.1733
H  -14.9855  -3.3542  27.9665
H  -16.5787  -3.5065  27.2100
H  -14.7610  -2.7491  25.5284
H  -14.5405  -1.3317  26.6540
H  -16.8345  0.9964  24.7238
H  -18.0777  0.2976  25.6907
H  -18.4192  0.9484  24.0963
C  -17.8685  -5.9817  25.6503
C  -16.9097  -6.7439  24.7577
O  -16.2880  -5.9458  23.7278
C  -15.0875  -5.3627  23.8974
O  -14.4829  -5.2979  24.9154
O  -14.6663  -4.9563  22.7081
C  -13.4270  -4.1935  22.5973
H  -18.3392  -5.1737  25.0950
H  -17.3597  -5.5428  26.5154
H  -18.6629  -6.6329  25.9201
H  -17.3965  -7.5627  24.2257
H  -16.1523  -7.2060  25.3708
H  -13.0639  -4.1215  21.5715
H  -12.6583  -4.7224  23.1467
H  -13.4546  -3.1126  22.8995
C  -15.2973  -4.0540  14.4441
C  -15.3302  -3.5957  12.9750
O  -16.7133  -3.6201  12.4171
C  -17.4733  -2.5465  12.6506
O  -17.1137  -1.5715  13.2499
O  -18.6814  -2.7026  12.1127
C  -19.5862  -1.6937  12.4835
H  -15.4303  -5.1442  14.4870
H  -16.0970  -3.5469  14.9748
H  -14.2715  -3.9336  14.8064
H  -14.7831  -4.2667  12.3015
H  -14.9266  -2.5857  12.8511
H  -19.7377  -1.7310  13.5883
H  -20.5428  -1.8971  11.9904
H  -19.2223  -0.6493  12.2667
F  -19.6569  -2.1620  25.1207
C  -20.4288  -2.8004  24.2651
C  -21.7180  -3.1284  24.6240
C  -22.4692  -3.8277  23.7020
C  -21.9553  -4.1215  22.4112
C  -20.6861  -3.7402  22.1053
C  -19.8752  -3.0839  23.0138
H  -22.0324  -3.0222  25.6264
H  -23.5133  -4.1940  23.9859
H  -22.4740  -4.6516  21.5778
H  -20.2548  -3.9546  21.1496
H  -18.8706  -2.7569  22.7423
F  -14.2796  5.0049  23.2348
C  -13.3993  4.1549  22.7190
C  -12.3639  3.8460  23.5775
C  -11.5322  2.7589  23.1859
C  -11.8000  2.1033  22.0047
C  -12.8155  2.5027  21.1452
C  -13.6667  3.5457  21.5158
H  -12.1945  4.3129  24.5194
H  -10.7914  2.5206  23.9407
H  -11.2345  1.1674  21.8227
H  -13.0329  2.0303  20.1397
H  -14.5019  3.8153  20.8853
F  -12.3224  1.6931  17.5236
C  -13.1372  1.1010  16.6504
C  -12.7743  1.2107  15.2862
C  -13.6588  0.6035  14.3507
C  -14.8932  0.0474  14.7486
C  -15.2348  -0.0411  16.1144
C  -14.3188  0.4397  17.0125
H  -11.8099  1.5907  14.9990
H  -13.4117  0.5962  13.2953
H  -15.5389  -0.3283  13.9900
H  -16.1654  -0.4465  16.5331
H  -14.4369  0.1545  18.0758
C  -10.6061  -1.0398  17.9683
N  -11.7524  -1.8644  17.5997
C  -12.1241  -2.8299  18.4630
C  -13.4985  -3.4809  18.1822
O  -11.4138  -3.2077  19.4395
H  -9.6857  -1.5868  17.9810
H  -10.8169  -0.6460  18.9597
H  -10.4909  -0.1984  17.2991
H  -12.5452  -1.4731  17.1128
H  -13.4974  -4.3633  18.8367
H  -13.5680  -3.9067  17.1877
H  -14.4505  -2.9154  18.3261
C  -18.9373  -0.1218  16.9343
N  -18.7683  -1.1742  15.9358
C  -18.8663  -2.5207  16.1200
C  -19.7114  -3.1317  17.2146
O  -18.3590  -3.2977  15.3038
H  -19.5385  0.7135  16.5804
H  -17.9757  0.3286  17.2027
H  -19.3978  -0.4738  17.8042
H  -18.1785  -1.0314  15.1304
H  -19.0542  -3.3652  18.0621
H  -20.1829  -4.0653  16.8253
H  -20.5390  -2.5595  17.6241
C  -16.6272  -3.9654  19.9690
N  -16.2689  -2.7870  20.7348
C  -16.1276  -1.5500  20.2530
C  -15.5682  -0.5086  21.1884
O  -16.3531  -1.2845  19.0689
H  -15.7685  -4.6540  19.9127
H  -16.8420  -3.7052  18.9355
H  -17.4687  -4.4994  20.3932
H  -16.1781  -2.9470  21.7433
H  -16.1672  0.3890  20.9988
H  -14.5529  -0.2483  20.9528
H  -15.7118  -0.7134  22.2471

Properties
LUMO   0.441 eV
Total energy   -78609.4835 eV
HOMO energy   -9.115 eV

(2)
Entry from OMol25: a structure of composition C39H60FIrN9O3S2Sb (wB97M-V/def2-TZVPD).

Atoms and positions in Å:
Ir  -0.9465  -0.4306  0.7729
N  0.1437  -4.1396  2.5911
C  -0.3867  -3.0080  2.1114
S  0.5056  -2.1748  0.8303
N  -1.5345  -2.6150  2.6106
N  -1.9862  -1.4422  2.0542
C  -3.1697  -1.0319  2.3632
C  -3.5988  0.2060  1.7202
C  -4.7881  0.8417  2.0351
C  -5.1243  2.0047  1.3577
C  -4.2541  2.4987  0.4013
C  -3.0715  1.8227  0.1487
N  -2.7483  0.6941  0.7729
H  0.9755  -4.5281  2.1863
H  -0.3861  -4.6889  3.2480
H  -3.7939  -1.6146  3.0264
H  -5.4353  0.4251  2.7940
H  -6.0524  2.5142  1.5781
H  -4.4781  3.4002  -0.1511
H  -2.3522  2.2068  -0.5593
C  5.6743  1.6016  3.3337
C  5.0891  2.6006  2.3486
N  3.6253  2.4726  2.2117
C  3.1241  1.9190  1.1118
C  1.8010  1.5787  0.9252
C  1.4648  1.0969  -0.4088
O  2.2963  1.1774  -1.3522
O  0.3438  0.5622  -0.7496
C  0.8682  1.7780  2.0121
O  -0.2943  1.3556  2.0566
C  1.4060  2.5391  3.1419
C  0.5456  2.9462  4.1606
C  1.0203  3.6521  5.2274
F  0.1294  4.0474  6.1562
C  2.3828  3.9883  5.3731
C  3.2325  3.5720  4.3516
C  2.7592  2.8637  3.2437
N  2.8895  4.6625  6.4949
C  2.0466  4.9799  7.6526
C  2.9131  5.5647  8.7685
N  4.2691  4.9263  8.7020
C  5.0053  5.3809  7.4622
C  3.9824  5.6125  6.3480
H  6.7515  1.7503  3.4019
H  5.4961  0.5807  2.9966
H  5.2507  1.7025  4.3317
H  5.5028  2.4268  1.3575
H  5.3236  3.6343  2.6036
H  3.8381  1.7140  0.3252
H  -0.5080  2.7109  4.0973
H  4.2878  3.7766  4.4253
H  1.5732  4.0671  8.0095
H  1.2559  5.7009  7.4317
H  2.4784  5.3655  9.7451
H  3.0766  6.6362  8.6747
H  4.1539  3.9119  8.6720
H  4.8170  5.1396  9.5365
H  5.7245  4.6026  7.2165
H  5.5410  6.2930  7.7186
H  4.4845  5.5009  5.3934
H  3.6073  6.6413  6.3765
S  -0.2975  4.1554  -0.5151
C  -0.7286  5.7518  -0.9124
N  -1.8347  6.3093  -0.4083
C  -2.3329  7.6365  -0.7657
C  -1.1594  8.5237  -1.1421
C  -0.3339  7.8256  -2.2082
N  0.0254  6.4904  -1.7339
H  -2.3809  5.7094  0.1858
H  -2.8734  8.0375  0.0898
H  -3.0359  7.5593  -1.5994
H  -0.5411  8.7108  -0.2623
H  -1.5182  9.4820  -1.5129
H  0.5845  8.3709  -2.4178
H  -0.8993  7.7509  -3.1411
H  0.8242  6.0192  -2.1215
C  3.3358  -1.5143  -2.0690
C  2.1947  -1.6073  -3.0780
C  2.7185  -1.6652  -4.5117
C  1.2968  -2.8000  -2.7793
Sb  1.0665  0.2607  -2.9594
C  1.9508  1.8810  -4.1805
C  3.4023  2.1173  -3.7739
C  1.9181  1.4939  -5.6586
C  1.0998  3.1237  -3.9306
C  -1.0547  0.0030  -3.4698
C  -1.1309  -0.4968  -4.9119
C  -1.7725  1.3428  -3.3222
C  -1.6709  -1.0496  -2.5479
H  3.9582  -2.4070  -2.1756
H  2.9664  -1.4918  -1.0418
H  3.9704  -0.6435  -2.2374
H  3.1626  -2.6550  -4.6521
H  3.5025  -0.9292  -4.6941
H  1.9376  -1.5596  -5.2677
H  1.9382  -3.6855  -2.7435
H  0.5633  -2.9704  -3.5681
H  0.7877  -2.7290  -1.8196
H  4.0383  1.2552  -3.9849
H  3.5225  2.4036  -2.7358
H  3.7685  2.9419  -4.3926
H  2.6044  0.6848  -5.9038
H  2.2433  2.3715  -6.2255
H  0.9251  1.2454  -6.0258
H  0.9262  3.3204  -2.8681
H  0.1371  3.0681  -4.4380
H  1.6294  3.9842  -4.3524
H  -0.7280  0.2037  -5.6395
H  -2.1909  -0.6236  -5.1509
H  -0.6562  -1.4702  -5.0497
H  -1.5744  2.0084  -4.1628
H  -1.5130  1.8736  -2.4058
H  -2.8486  1.1506  -3.3142
H  -1.3260  -2.0555  -2.7806
H  -2.7550  -1.0272  -2.6832
H  -1.4577  -0.8766  -1.4894

Properties
LUMO (spin up / spin down)   -6.460 / -6.534 eV
ΔE to the lowest compared entry with this formula, charge and spin   0.0 kJ/mol
Total energy   -94714.3602 eV
Spin multiplicity   2
HOMO energy (spin up / spin down)   -13.446 / -13.596 eV
Total charge   +3